Below is a cluster of 2 separate species, C12H20Cl2O9P2 in total at a distorted geometry, with properties calculated with ωB97M-V/def2-TZVPD.

XYZ file:
```
45
Properties=species:S:1:pos:R:3
C -0.463 5.156 -0.298
C -0.652 3.571 -0.705
O 0.053 3.017 -1.722
O -1.592 2.740 0.101
C -0.801 2.370 1.317
O -1.037 3.070 2.431
C 0.353 1.207 1.314
P -0.293 -0.579 1.111
Cl 0.355 -1.692 2.851
C -2.216 -0.517 1.214
C -2.951 -1.840 0.522
C -4.604 -1.615 0.627
Cl -5.384 -1.582 -1.087
C 0.346 -1.446 -0.466
C 1.909 -1.119 -0.853
C 3.024 -1.939 0.029
C 4.055 -0.966 0.888
O 3.429 0.259 1.411
C 3.481 0.264 2.882
O 4.050 1.282 3.550
H 0.581 5.547 -0.661
H -1.299 5.861 -0.756
H -0.501 5.244 0.874
H 1.114 1.424 0.442
H 0.921 1.261 2.343
H -2.681 0.421 0.644
H -2.602 -0.449 2.338
H -2.720 -2.834 1.100
H -2.716 -1.873 -0.624
H -5.091 -2.473 1.294
H -4.879 -0.580 1.114
H 0.127 -2.612 -0.415
H -0.310 -1.026 -1.371
H 2.161 0.047 -0.884
H 2.048 -1.480 -1.983
H 2.555 -2.795 0.715
H 3.724 -2.527 -0.739
H 4.913 -0.635 0.162
H 4.545 -1.587 1.763
H 2.968 -0.653 3.447
O -1.150 -3.014 -5.214
P -0.784 -1.584 -4.784
O -0.886 -1.467 -3.254
O -1.754 -0.588 -5.440
O 0.653 -1.267 -5.228
```

The total energy is -74808.0872 eV. As for the HOMO-LUMO gap: 2.32 eV. The calculation puts the strongest force on any atom at 0.1735 Eh/bohr. As for the net charge: -2. As for the spin multiplicity: 1.